[1]
51
Properties=species:S:1:pos:R:3 method="wB97M-V/def2-TZVPD" total_energy_ha=-2097.65410 lumo_energy_ev=-0.3
C -0.6410 2.3372 6.6739
C -0.7672 2.1955 5.4618
C -1.0876 1.7380 4.0071
Si 0.3082 0.6140 3.3050
O -0.2985 -0.5181 2.1696
Si 0.7529 -0.8061 0.8473
C 0.2925 -2.5719 0.2016
C -0.6741 -2.5573 -1.0639
C -2.1142 -1.9175 -0.7984
C -2.5560 -0.9787 -2.0273
N -3.0627 0.2974 -1.4461
C -3.7946 1.0990 -2.4178
C -3.0195 2.2119 -3.2156
O -5.0004 0.9594 -2.6038
C 0.5988 0.5172 -0.5463
C 1.1911 0.2684 -1.9393
C 0.9735 1.4436 -2.8580
C 0.2905 2.7166 -2.4932
N -0.2511 2.8921 -1.2326
C -0.0879 1.8339 -0.3665
C 2.6198 -0.9579 1.3631
I 2.6768 -2.7170 2.7008
C 3.5679 -1.1979 0.0660
C 4.8280 -2.1313 0.3692
I 4.4263 0.7811 -0.4102
H -0.3315 2.4882 7.7331
H -1.0988 2.6871 3.3713
H -2.0900 1.2306 3.8950
H 1.1049 0.0237 4.3915
H 1.2188 1.5225 2.5694
H 1.2025 -3.1969 -0.0371
H -0.2891 -3.0804 1.0433
H -0.2026 -2.1152 -2.0045
H -0.8617 -3.6540 -1.3319
H -2.2247 -1.4134 0.2090
H -2.8727 -2.7725 -0.7990
H -3.3442 -1.5203 -2.6571
H -1.7013 -0.7576 -2.7434
H -3.6421 0.0551 -0.6328
H -3.5989 2.6663 -4.0679
H -2.0811 1.7315 -3.6597
H -2.6663 3.0073 -2.4944
H 1.7065 -0.6818 -2.2356
H 1.3682 1.3552 -3.9185
H 0.2226 3.5396 -3.2712
H -0.5534 1.9849 0.6616
H 3.0220 -0.0277 1.8563
H 2.9882 -1.6373 -0.7948
H 5.6398 -1.8049 -0.3666
H 5.2806 -1.9599 1.3958
H 4.6328 -3.2220 0.1416

=====

[2]
67
Properties=species:S:1:pos:R:3 method="wB97M-V/def2-TZVPD" total_energy_ha=-4492.55601 spin_multiplicity=3 e_above_lowest_kj_mol=41.9 lumo_energy_ev="-0.6 / -0.6"
Pt 0.1564 -0.1523 -0.7175
C -2.7554 -1.8400 0.0612
C -3.0936 -0.4291 -0.2879
C -4.4117 -0.0053 -0.4572
C -4.6654 1.3005 -0.8177
C -3.6041 2.1811 -0.9793
C -2.3220 1.7019 -0.7773
N -2.0841 0.4221 -0.4611
C -1.1298 2.5890 -0.8726
C -1.2043 3.9627 -0.6882
C -0.0308 4.6964 -0.7098
C 1.1797 4.0567 -0.9075
C 1.1843 2.6802 -1.0957
N 0.0433 1.9928 -1.0851
C 2.4378 1.8959 -1.2832
C 3.6139 2.5096 -1.6825
C 4.7489 1.7251 -1.8276
C 4.6698 0.3711 -1.5792
C 3.4507 -0.1876 -1.1992
C 3.2818 -1.6511 -0.9659
N 2.3682 0.5784 -1.0556
H -3.5582 -2.3035 0.6342
H -1.8214 -1.8845 0.6224
H -2.6039 -2.4022 -0.8611
H -5.2176 -0.7111 -0.3088
H -5.6809 1.6404 -0.9728
H -3.7759 3.2073 -1.2687
H -2.1513 4.4411 -0.4879
H -0.0574 5.7650 -0.5422
H 2.1032 4.6143 -0.8769
H 3.6473 3.5673 -1.8948
H 5.6827 2.1739 -2.1399
H 5.5351 -0.2689 -1.6829
H 4.2453 -2.1515 -0.8791
H 2.7217 -2.0765 -1.8027
H 2.6877 -1.8295 -0.0691
F -3.4946 1.2837 4.4100
C -2.1816 1.5330 4.3834
C -1.2942 0.5834 4.0854
N 0.0631 0.8236 4.0673
C 0.9370 -0.2030 3.5105
C 0.6391 -0.3915 2.0260
O 0.5903 -1.5398 1.5543
O 0.4248 0.6737 1.3736
C 0.5790 2.0777 4.3110
O 1.7589 2.3485 4.2650
N -0.3746 3.0303 4.6379
C -1.7559 2.8965 4.6875
O -2.4848 3.8228 4.9567
H -1.5969 -0.4251 3.8363
H 0.8057 -1.1404 4.0476
H 1.9572 0.1524 3.6379
H -0.0083 3.9508 4.8330
C -1.5747 -4.6367 -2.2850
Si 0.0822 -3.7425 -2.3604
C 1.0152 -4.4383 -3.8361
C 1.0036 -4.1825 -0.7873
Se -0.1522 -1.5445 -2.8025
H -1.4207 -5.7101 -2.4284
H -2.2540 -4.2826 -3.0627
H -2.0612 -4.5074 -1.3167
H 1.0510 -5.5309 -3.8099
H 2.0403 -4.0614 -3.8471
H 0.5418 -4.1345 -4.7716
H 0.8037 -5.2342 -0.5591
H 0.6882 -3.5796 0.0647
H 2.0826 -4.0710 -0.9025

=====

[3]
36
Properties=species:S:1:pos:R:3 method="wB97M-V/def2-TZVPD" total_energy_ha=-1144.39573 lumo_energy_ev="-18.7 / -18.6" charge=+4
C -2.2983 -0.0803 2.3615
N -1.5435 -0.1435 1.2422
N -1.7178 -1.4016 0.6967
C -2.5534 -2.1181 1.5005
C -2.9448 -1.3011 2.5628
B -0.9217 -1.6694 -0.6800
N -0.9786 -0.5194 -1.7771
N -0.7121 0.7959 -1.5198
C -0.8728 1.5039 -2.6603
C -1.1638 0.6018 -3.6807
C -1.1673 -0.6585 -3.1032
Sn 0.0232 1.3147 0.5445
N 0.5993 -1.6619 -0.3799
N 1.2822 -0.5350 -0.0151
C 2.5605 -0.9096 0.2609
C 2.6842 -2.2770 -0.0031
C 1.4380 -2.7071 -0.4218
H 3.3427 -0.3044 0.7035
H 1.0946 -3.6716 -0.7423
H 3.5508 -2.8884 0.1366
H -1.2497 -2.7120 -1.1814
H -1.3224 -1.6261 -3.5328
H -2.8502 -3.1378 1.2792
H -1.3757 0.8520 -4.6964
H -3.6136 -1.5046 3.3794
H -0.7866 2.5760 -2.7637
H -2.3537 0.7931 2.9948
H 1.9258 2.3021 -0.5648
C 1.9041 3.4210 -0.7145
H 1.9562 3.6320 -1.7945
H 0.9319 3.8635 -0.3866
H 2.7205 3.8793 -0.1433
O 1.8140 1.4486 4.2886
C 1.0945 1.6082 3.3285
O 1.2794 0.9085 2.1921
H 0.2242 2.3269 3.2896

=====

[4]
69
Properties=species:S:1:pos:R:3 method="wB97M-V/def2-TZVPD" total_energy_ha=-1781.31930 lumo_energy_ev=0.8 smiles="CCOC(=O)[C@@H](c1ccc([N+](=O)[O-])cc1)[C@H](c1ccccc1)c1cc(-c2ccccc2)c([O-])c(-c2ccccc2)c1" charge=-1
C -0.8678 -3.0877 -5.6363
C 0.2863 -2.4958 -5.1082
C 0.3747 -2.1615 -3.7547
C -0.7119 -2.4277 -2.8868
C -0.6843 -2.0504 -1.4598
C 0.0714 -0.9889 -1.0240
C 0.1489 -0.6076 0.3363
C 0.5981 0.7419 0.7023
C 1.3883 0.7910 1.9329
C 2.2272 -0.2760 2.3489
C 2.9085 -0.2343 3.5607
C 2.8213 0.9258 4.3613
C 2.1461 2.0569 3.8429
C 1.3396 1.9670 2.7098
C -0.3227 -1.5509 1.3104
C -1.1031 -2.6301 0.9659
C -1.5480 -3.5483 2.0153
C -0.7147 -3.8017 3.1351
C -1.1223 -4.6795 4.1357
C -2.3684 -5.3049 4.0733
C -3.2152 -5.0427 2.9880
C -2.8103 -4.1733 1.9751
C -1.5575 -2.7371 -0.4499
O -2.6082 -3.3439 -0.7433
C -1.8562 -3.0457 -3.4330
C -1.9366 -3.3813 -4.7803
H -0.9458 -3.3137 -6.7053
H 1.1186 -2.2768 -5.7717
H 1.2861 -1.7153 -3.3675
H 0.6255 -0.4127 -1.7522
H -0.2141 1.7034 0.6316
H 2.3327 -1.1705 1.6963
H 3.5033 -1.0919 3.9004
H 3.2348 0.9538 5.3656
H 2.2369 3.0290 4.3718
H 0.6576 2.8138 2.4118
H -0.1950 -1.3329 2.3652
H 0.2687 -3.3224 3.1834
H -0.4561 -4.8731 4.9723
H -2.6854 -5.9971 4.8561
H -4.1998 -5.5107 2.9163
H -3.4571 -3.9724 1.1147
H -2.6784 -3.2767 -2.7683
H -2.8461 -3.8586 -5.1473
C -1.6674 0.5939 -4.4511
C -1.6631 1.5562 -3.2946
O -0.4764 1.3115 -2.4850
C -0.4694 2.1204 -1.4235
C 0.7454 2.0105 -0.4329
C 1.2809 3.4039 -0.0985
C 0.3305 4.3161 0.3673
C 0.7101 5.5962 0.7682
C 2.0791 5.8591 0.9707
N 2.3334 6.8618 1.9693
O 3.5109 7.0599 2.3475
O 1.3235 7.4682 2.4013
C 3.0793 4.9769 0.4855
C 2.6688 3.7156 0.0279
O -1.4293 2.8190 -1.1399
H -2.4099 0.9607 -5.1734
H -0.6999 0.5478 -4.9683
H -1.9726 -0.4230 -4.1604
H -1.5281 2.5913 -3.6148
H -2.5780 1.4482 -2.7023
H 1.5443 1.3987 -0.8565
H -0.7118 3.9825 0.4854
H -0.0064 6.3274 1.0742
H 4.1101 5.2865 0.6258
H 3.4265 2.9225 -0.1130